C45H43Br2N5O9P3SW | ωB97M-V/def2-TZVPD

## Properties
2S+1 ... 3
ΔE to the lowest compared entry with this formula, charge and spin ... 3.710 eV
Total charge ... -1
DFT total energy ... -253854.573 eV
Gap between HOMO and LUMO (spin up / spin down) ... 4.23 / 5.02 eV
Expectation value of S² ... 2.08

Element x y z (Å)
W (0.12, -0.36, 0.61)
S (-2.06, 0.42, 1.61)
C (-2.61, -1.18, 2.01)
N (-3.57, -1.23, 2.85)
N (-4.14, -2.50, 3.04)
C (-3.39, -3.55, 3.65)
C (-4.05, -4.76, 3.69)
C (-3.42, -5.82, 4.37)
C (-2.18, -5.58, 4.93)
C (-1.52, -4.39, 4.81)
C (-2.11, -3.32, 4.16)
N (-2.01, -2.33, 1.51)
N (-0.98, -2.25, 0.74)
C (-0.71, -3.56, 0.16)
C (-1.67, -4.59, 0.30)
C (-1.48, -5.86, -0.29)
C (-0.33, -6.10, -1.04)
C (0.54, -5.05, -1.28)
C (0.39, -3.84, -0.69)
H (-4.92, -2.32, 3.63)
H (-5.05, -4.92, 3.22)
H (-3.84, -6.81, 4.47)
H (-1.65, -6.38, 5.48)
H (-0.59, -4.25, 5.31)
H (-1.66, -2.36, 4.01)
H (-2.57, -4.39, 0.87)
H (-2.15, -6.65, -0.17)
H (-0.08, -7.11, -1.40)
H (1.38, -5.17, -1.95)
H (1.13, -3.02, -0.84)
C (4.49, -0.45, 0.70)
C (3.59, -0.65, 1.91)
O (4.48, -0.81, 3.03)
P (2.49, -2.15, 1.85)
O (0.20, -0.75, 2.53)
O (3.37, -3.21, 0.93)
O (1.65, -1.56, 0.60)
P (2.62, 0.82, 2.32)
O (3.67, 2.04, 2.00)
O (2.32, 0.83, 3.76)
O (1.55, 1.06, 1.26)
H (5.31, -1.12, 0.76)
H (4.89, 0.58, 0.72)
H (4.01, -0.63, -0.27)
H (3.93, -0.76, 3.83)
H (-0.03, -0.02, 3.14)
H (3.53, -2.92, 0.01)
H (3.91, 2.44, 2.85)
Br (-0.89, -3.60, -4.26)
C (0.51, -2.31, -4.00)
C (1.51, -2.20, -4.93)
C (2.44, -1.22, -4.79)
Br (3.52, -0.78, -6.30)
C (2.46, -0.40, -3.62)
C (3.44, 0.50, -3.46)
C (3.53, 1.41, -2.28)
C (2.37, 1.18, -1.29)
N (1.47, 0.08, -1.42)
C (1.38, -0.52, -2.59)
C (0.35, -1.51, -2.86)
O (-0.71, -1.60, -2.10)
H (1.38, -2.86, -5.76)
H (4.21, 0.53, -4.19)
H (4.53, 1.31, -1.86)
H (2.67, 1.23, -0.30)
C (-1.62, 0.86, -3.47)
O (-0.98, 0.77, -2.19)
C (-1.18, -0.37, -1.41)
C (-2.65, -0.71, -1.29)
H (-2.54, 1.41, -3.37)
H (-1.87, -0.15, -3.89)
H (-1.04, 1.42, -4.17)
H (-3.01, -0.84, -2.33)
H (-3.22, 0.08, -0.80)
H (-2.86, -1.61, -0.69)
C (-1.25, 4.74, 3.93)
C (-2.17, 4.93, 2.91)
C (-1.89, 4.36, 1.66)
C (-0.73, 3.67, 1.40)
C (0.23, 3.58, 2.40)
C (-0.05, 4.10, 3.66)
P (-0.44, 2.72, -0.10)
C (1.10, 3.37, -0.75)
C (1.70, 2.46, -1.82)
C (3.01, 2.92, -2.48)
C (3.72, 3.99, -1.74)
C (3.12, 4.72, -0.80)
C (1.78, 4.41, -0.25)
C (-1.67, 3.37, -1.33)
C (-2.97, 2.94, -1.30)
C (-3.94, 3.46, -2.15)
C (-3.56, 4.49, -3.01)
C (-2.24, 4.92, -3.07)
C (-1.32, 4.41, -2.17)
H (-1.52, 5.05, 4.94)
H (-3.10, 5.49, 3.07)
H (-2.64, 4.32, 0.90)
H (1.18, 3.13, 2.13)
H (0.61, 3.84, 4.48)
H (0.90, 2.27, -2.57)
H (2.96, 3.25, -3.53)
H (4.73, 4.18, -2.07)
H (3.66, 5.56, -0.36)
H (1.43, 5.11, 0.50)
H (-3.22, 2.09, -0.65)
H (-4.93, 3.06, -2.20)
H (-4.30, 4.95, -3.64)
H (-1.96, 5.68, -3.82)
H (-0.29, 4.82, -2.24)

Löwdin population analysis, charges in e, atoms 1 to 5: atom 1 (W): 1.59, atom 2 (S): 0.66, atom 3 (C): -0.81, atom 4 (N): -0.02, atom 5 (N): -0.03

***

C21H29N5O3S2 | ωB97M-V/def2-TZVPD

## Properties
ΔE to the lowest compared entry with this formula, charge and spin ... 2.274 eV
Total charge ... 0
DFT total energy ... -57511.202 eV
Gap between HOMO and LUMO ... 7.84 eV
SMILES ... CCC(CC)C(=O)Nc1nnc(SCC(=O)N2CCN(c3ccccc3OC)CC2)s1

Element x y z (Å)
C (-4.49, -2.81, 1.12)
C (-5.67, -1.84, 1.14)
H (-6.60, -2.39, 0.98)
H (-5.71, -1.35, 2.11)
C (-5.52, -0.76, 0.06)
C (-4.34, 0.12, 0.40)
O (-4.11, 0.56, 1.50)
N (-3.54, 0.45, -0.67)
C (-2.47, 1.28, -0.53)
N (-1.69, 1.62, -1.50)
N (-0.71, 2.44, -1.12)
C (-0.74, 2.74, 0.14)
S (0.40, 3.76, 0.94)
C (1.44, 4.31, -0.47)
H (1.38, 5.40, -0.49)
H (1.02, 3.88, -1.37)
C (2.90, 3.95, -0.22)
O (3.69, 4.81, 0.11)
N (3.26, 2.66, -0.39)
C (2.42, 1.53, -0.71)
H (1.43, 1.84, -1.03)
C (2.33, 0.61, 0.52)
N (3.63, 0.20, 0.98)
C (4.19, -1.05, 0.71)
C (5.15, -1.54, 1.59)
C (5.75, -2.77, 1.42)
C (5.38, -3.57, 0.36)
C (4.42, -3.12, -0.53)
C (3.83, -1.87, -0.38)
O (2.90, -1.37, -1.28)
C (2.49, -2.18, -2.35)
H (1.75, -1.59, -2.88)
H (2.03, -3.11, -2.00)
H (3.32, -2.42, -3.02)
H (4.15, -3.75, -1.36)
H (5.83, -4.54, 0.21)
H (6.49, -3.11, 2.13)
H (5.42, -0.93, 2.45)
C (4.49, 1.33, 1.25)
C (4.59, 2.25, 0.02)
H (5.18, 3.14, 0.25)
H (5.06, 1.70, -0.81)
H (5.48, 1.00, 1.53)
H (4.06, 1.91, 2.08)
H (1.72, -0.26, 0.29)
H (1.86, 1.17, 1.34)
H (2.90, 0.98, -1.53)
S (-2.06, 1.98, 1.03)
H (-3.72, 0.10, -1.60)
H (-5.35, -1.24, -0.91)
C (-6.76, 0.15, -0.04)
C (-7.96, -0.54, -0.66)
H (-7.72, -0.92, -1.65)
H (-8.29, -1.38, -0.05)
H (-8.78, 0.16, -0.76)
H (-6.50, 1.02, -0.65)
H (-7.01, 0.51, 0.96)
H (-4.62, -3.58, 1.88)
H (-4.42, -3.31, 0.15)
H (-3.56, -2.29, 1.31)

natural (NBO) population analysis, charges in e, atoms 1 to 5: atom 1 (C): -0.61, atom 2 (C): -0.39, atom 3 (H): 0.21, atom 4 (H): 0.22, atom 5 (C): -0.31

***

C7H12O | ωB97M-V/def2-TZVPD

## Properties
2S+1 ... 2
ΔE to the lowest compared entry with this formula, charge and spin ... 5.290 eV
Total charge ... +1
DFT total energy ... -9485.827 eV
Gap between HOMO and LUMO (spin up / spin down) ... 7.09 / 6.57 eV
Expectation value of S² ... 0.76

Element x y z (Å)
C (-2.25, -1.93, -0.39)
O (-2.15, -2.12, 0.96)
C (-1.15, -1.00, -0.97)
C (-0.75, -0.08, 0.12)
C (0.21, 0.95, -0.32)
C (1.65, 0.59, -0.32)
C (2.77, 1.35, -0.15)
C (3.50, 2.43, -0.38)
H (-3.43, -1.38, -0.65)
H (-2.21, -2.85, -0.93)
H (-1.13, -0.72, 3.08)
H (-1.49, -0.44, -1.84)
H (-0.29, -1.64, -1.33)
H (-0.16, -0.70, 0.83)
H (-1.63, 0.27, 0.62)
H (0.07, 2.04, 0.03)
H (1.68, -0.49, -0.46)
H (-0.96, -0.02, 3.20)
H (3.35, 2.99, -1.33)
H (4.38, 2.75, 0.23)

natural (NBO) population analysis, charges in e, atoms 1 to 5: atom 1 (C): -0.12, atom 2 (O): -0.27, atom 3 (C): -0.43, atom 4 (C): -0.52, atom 5 (C): 0.27